(1)
Here is C30H36N12O4P2Pd as an isolated structure from OMol25. Energies are from wB97M-V/def2-TZVPD.

Geometry as XYZ:
```
85
Properties=species:S:1:pos:R:3:forces:R:3
Pd -0.113732 -0.698656 0.016856 0.01 -0.03 0.05
N -3.127359 0.968611 -1.106900 0.02 -0.01 0.02
C -1.998212 1.187678 -1.876587 -0.02 -0.01 0.02
N -2.063896 1.796466 -3.058206 0.01 0.01 0.00
N -0.793222 1.796512 -3.493766 0.00 0.01 0.01
N -0.030798 1.218886 -2.622364 0.00 -0.01 -0.06
N -0.764601 0.812203 -1.568674 -0.02 -0.01 0.03
C -3.144568 0.515816 0.201353 -0.01 0.00 -0.02
N -4.195717 0.716023 0.990260 0.01 0.01 0.01
N -3.870462 0.078435 2.133382 0.00 -0.01 -0.01
N -2.700859 -0.458475 2.028440 -0.01 0.02 0.00
N -2.199252 -0.207346 0.793741 0.03 0.00 -0.02
H -3.930728 1.511937 -1.370661 0.01 0.01 -0.01
C 0.824706 -1.058861 3.698677 0.00 0.00 -0.01
C 1.928335 -0.627628 2.752812 0.00 0.00 0.00
O 2.340675 -1.708792 1.915555 0.00 0.01 0.00
P 1.599821 -1.849689 0.430464 0.01 0.00 -0.02
O 1.574034 -3.511597 0.407697 -0.01 -0.01 -0.01
C 0.647994 -4.128226 1.291536 0.01 0.00 0.00
C 1.371246 -4.823710 2.428947 0.00 0.00 0.00
O 2.925202 -1.741865 -0.527409 0.01 -0.01 0.02
C 4.149439 -2.395620 -0.210924 -0.01 0.00 -0.01
C 5.209250 -1.369106 0.138145 0.00 -0.01 0.00
H 0.587193 -0.252787 4.397627 0.00 0.00 0.00
H 1.130106 -1.939832 4.269686 0.00 0.00 0.00
H -0.080827 -1.287743 3.132493 0.01 0.01 0.00
H 2.819253 -0.302612 3.296280 0.00 0.00 0.00
H 1.582817 0.210405 2.140243 0.00 0.00 0.00
H 0.060089 -4.851762 0.717576 0.00 0.00 0.00
H -0.050529 -3.378744 1.674294 -0.01 0.00 0.00
H 2.047877 -5.588795 2.041146 0.00 0.00 0.00
H 0.648912 -5.303361 3.094943 0.00 0.00 0.00
H 1.956430 -4.099187 2.995298 0.00 0.00 0.00
H 4.446152 -2.970309 -1.093877 0.00 0.00 0.00
H 4.005633 -3.098257 0.611375 0.00 0.00 0.00
H 5.344611 -0.660177 -0.680977 0.00 0.00 0.00
H 6.166165 -1.862806 0.333469 0.00 0.00 0.00
H 4.911359 -0.809763 1.025161 0.00 0.00 0.00
O -4.487204 -5.686563 -1.826187 0.00 -0.01 0.00
P -4.124376 -4.404936 -1.156077 0.00 0.00 -0.02
C -3.411159 -4.675269 0.486145 0.00 0.01 0.01
C -3.435660 -5.965174 1.009665 -0.01 0.01 0.01
C -2.988754 -6.194005 2.303546 0.00 0.00 0.01
C -2.537780 -5.133518 3.081396 0.00 -0.01 0.00
C -2.511011 -3.847045 2.561107 0.00 0.01 -0.02
C -2.929923 -3.621550 1.258589 0.00 -0.01 0.00
C -5.587763 -3.376712 -0.847977 0.01 0.00 0.01
C -5.487037 -2.081602 -0.344804 0.01 -0.01 0.00
C -6.629286 -1.349112 -0.063115 -0.03 0.00 0.00
C -7.879434 -1.908412 -0.298725 0.01 0.01 0.00
C -7.986823 -3.194882 -0.810912 0.00 -0.01 0.00
C -6.841473 -3.931741 -1.082461 0.01 0.00 0.00
C -2.976293 -3.331868 -2.031766 0.01 0.01 0.00
C -3.455992 -2.420462 -2.973080 0.00 0.00 0.02
C -2.573873 -1.615963 -3.676104 0.00 0.00 0.00
C -1.207502 -1.722431 -3.452544 -0.01 0.00 -0.01
C -0.721096 -2.629811 -2.522031 0.00 0.00 -0.01
C -1.604111 -3.429185 -1.810988 0.00 0.01 0.01
H -3.807507 -6.772461 0.390279 0.00 0.00 0.00
H -2.998532 -7.199138 2.708951 0.00 0.00 0.00
H -2.200153 -5.314076 4.095565 0.00 0.00 0.00
H -2.162332 -3.000993 3.140874 0.00 -0.01 0.01
H -2.854135 -2.617133 0.861657 0.00 0.00 0.01
H -4.520015 -1.626200 -0.171214 -0.01 0.00 0.00
H -6.516618 -0.351927 0.343599 0.02 0.00 0.00
H -8.774466 -1.337105 -0.080825 0.00 0.00 0.00
H -8.963507 -3.626697 -0.996970 0.00 0.00 0.00
H -6.898112 -4.938001 -1.479856 0.00 0.00 0.00
H -4.523297 -2.318403 -3.131256 0.00 0.00 0.00
H -2.947333 -0.869714 -4.365482 0.00 0.00 0.00
H -0.526833 -1.052371 -3.961654 0.00 -0.01 0.00
H 0.338684 -2.680873 -2.312007 0.00 0.00 0.00
H -1.223667 -4.098036 -1.049412 0.02 -0.03 -0.02
N 2.883201 1.079500 -2.798097 0.02 0.00 -0.06
C 3.641999 1.530223 -1.777417 0.00 -0.02 0.00
C 3.176131 1.461754 -0.429260 0.07 -0.08 0.08
N 3.894137 1.910078 0.570434 0.01 0.00 0.01
C 5.108786 2.418151 0.283524 0.00 0.00 0.00
C 5.573120 2.445890 -1.007018 0.00 0.01 0.00
N 4.855073 2.014779 -2.049962 0.00 0.00 0.00
H 1.861779 1.004019 -2.706340 0.00 0.03 0.12
H 3.235933 1.301628 -3.713596 0.00 0.00 0.00
H 2.228377 0.980516 -0.200242 -0.10 0.12 -0.15
H 5.704933 2.786606 1.109934 0.00 0.00 0.00
H 6.563543 2.833010 -1.229663 0.00 0.00 0.00
```
Positions in Å, forces in eV/Å.

Properties
Net charge: -2
HOMO energy (eV): -2.0
Calculated total energy (eV): -79828.2105
Energy above the lowest of the compared OMol25 structures with the same formula, charge and spin (eV): 0.000
Gap between HOMO and LUMO (eV): 6.454
LUMO (eV): 4.460

---

(2)
Here is a 2-piece molecular cluster, C30H36N2O6 overall from OMol25. Energies are from wB97M-V/def2-TZVPD.

Geometry as XYZ:
```
74
Properties=species:S:1:pos:R:3:forces:R:3
C -4.573853 0.380564 2.052833 -0.38 -0.11 -0.04
C -3.269981 0.939518 2.533939 0.09 -0.18 -0.15
O -2.264381 -0.049575 2.318543 -0.90 0.81 -0.04
C -1.039411 0.440310 2.602313 2.13 -0.87 0.21
C -0.012664 -0.595948 2.701355 -1.94 -0.42 -0.78
C 1.206728 -0.352353 3.534344 0.11 0.03 -0.16
C 0.929901 -0.535987 5.029448 0.13 -0.10 -0.07
C 1.820022 1.014310 3.245072 0.18 0.05 0.24
C -0.426878 -1.972356 2.416725 0.32 2.65 0.18
O -1.330639 -2.353858 1.685638 0.11 -0.81 -0.17
O 0.398769 -2.826378 3.074509 0.07 -1.92 0.16
C 0.091978 -4.236711 2.925426 0.41 0.75 -0.30
C -0.996350 -4.686408 3.866459 -0.29 0.06 0.09
O -0.865913 1.646219 2.803507 -0.58 -0.23 0.02
H -5.352693 1.108059 2.271227 -0.23 0.04 -0.04
H -4.560709 0.199840 0.978365 0.04 -0.02 -0.05
H -4.831141 -0.554785 2.552162 0.08 0.01 0.01
H -3.001091 1.846168 1.977934 -0.14 -0.06 0.35
H -3.320298 1.149516 3.613088 0.05 0.23 -0.29
H 1.916782 -1.115467 3.199208 -0.04 0.08 0.70
H 0.526789 -1.541024 5.206959 0.07 0.28 0.05
H 1.854741 -0.414115 5.605965 -0.11 0.00 0.11
H 0.198973 0.212903 5.357983 0.11 -0.11 0.01
H 2.178084 1.040861 2.208117 -0.02 0.18 0.05
H 1.043074 1.779268 3.368023 0.59 -0.13 -0.04
H 2.670099 1.193797 3.917741 -0.06 0.07 -0.13
H -0.210451 -4.408037 1.885362 0.15 -0.10 0.19
H 1.040824 -4.732782 3.142813 -0.09 -0.06 -0.09
H -1.073235 -5.776089 3.846894 0.01 -0.02 0.02
H -0.783800 -4.373446 4.895918 -0.07 -0.02 -0.21
H -1.956303 -4.274390 3.536919 0.17 0.01 0.20
C 0.303190 7.386153 -3.705667 -0.43 -0.42 0.29
O -0.889153 6.679362 -3.299732 0.21 -0.19 -0.22
C -0.929030 5.321919 -3.374887 0.35 -0.19 -0.08
C -2.221543 4.740024 -3.337450 0.78 0.35 -0.22
C -2.354830 3.373089 -3.485522 0.11 0.06 0.37
C -1.211631 2.572690 -3.548892 0.23 1.28 0.04
N -1.378235 1.182284 -3.632731 0.30 -2.19 -0.55
C -0.534660 0.239524 -3.095355 -3.04 0.55 -0.89
C 0.160621 0.435980 -1.812212 1.06 1.45 3.56
C 1.304658 -0.452737 -1.553164 -0.05 0.36 0.19
C 1.618402 -0.897355 -0.309504 0.19 0.64 -0.95
C 2.687018 -1.864478 -0.090127 0.99 -0.91 -0.01
C 3.262562 -2.012349 1.190138 -0.17 0.13 -0.28
C 4.187918 -3.017791 1.467601 0.21 -0.01 -0.52
C 4.634938 -3.864539 0.440921 -0.48 0.33 0.05
C 4.124418 -3.695776 -0.855090 -0.08 0.29 -0.03
C 3.168011 -2.710587 -1.127849 -0.04 0.10 0.68
O -0.282639 1.256335 -0.985440 0.55 -1.76 -2.38
N -1.014966 -0.962635 -3.486725 -0.06 0.79 -0.75
C -0.439789 -2.250031 -3.166931 0.19 -0.99 0.12
C -2.116474 -0.789765 -4.323226 0.71 -0.03 0.85
C -2.350532 0.536946 -4.399067 0.72 0.57 0.55
C 0.071502 3.129844 -3.556731 -0.44 0.01 -0.13
C 0.230038 4.511038 -3.490160 -0.76 0.24 0.06
H 0.048567 8.435561 -3.547068 0.21 -0.18 -0.06
H 1.159372 7.097910 -3.081816 -0.18 0.17 -0.13
H 0.524700 7.201868 -4.766373 -0.07 -0.01 0.26
H -3.082679 5.396784 -3.210855 0.26 -0.22 -0.13
H -3.349375 2.922564 -3.500278 0.32 0.12 0.15
H 1.917238 -0.680645 -2.428398 -0.24 -0.32 0.15
H 1.070442 -0.515511 0.560079 -0.19 -0.23 0.04
H 2.994975 -1.286743 1.958725 -0.01 -0.43 -0.24
H 4.582638 -3.122161 2.478459 -0.09 0.05 -0.28
H 5.367323 -4.648980 0.647459 -0.27 0.27 -0.08
H 4.478904 -4.332297 -1.668487 -0.11 0.16 0.26
H 2.773959 -2.589226 -2.141203 0.13 -0.23 0.35
H -1.163430 -2.997743 -3.495193 0.19 -0.01 0.08
H 0.509092 -2.399805 -3.701883 -0.35 0.10 0.14
H -0.261844 -2.370851 -2.092082 -0.17 0.17 -0.28
H -2.657064 -1.618782 -4.744531 0.11 -0.03 0.02
H -3.126524 1.082538 -4.904462 0.13 0.03 -0.12
H 0.943886 2.482984 -3.655297 -0.21 0.17 0.07
H 1.233057 4.943763 -3.523781 -0.47 -0.15 0.02
```
Positions in Å, forces in eV/Å.

Properties
HOMO energy (eV): -5.3
Calculated total energy (eV): -46955.6469
Energy above the lowest of the compared OMol25 structures with the same formula, charge and spin (eV): 6.743
Gap between HOMO and LUMO (eV): 3.613
LUMO (eV): -1.640

---

> Among the records above, which one has the lowest calculated total energy?

C30H36N12O4P2Pd

---

> LUMO of number 2 (C30H36N2O6)?

-1.640 eV